Entry 1:
C32H63FO11 | the ωB97M-V functional and the def2-TZVPD basis

Each line ends with the Löwdin charge.
Geometry (Å):
1 C 3.100 -20.297 22.421  -0.19
2 H -0.059 -19.017 19.873  0.11
3 C -3.457 -16.014 20.972  -0.17
4 H -4.604 -19.902 18.562  0.10
5 H 2.359 -22.240 23.179  0.12
6 H -5.464 -17.574 15.542  0.12
7 C -2.356 -22.534 23.185  -0.17
8 H 0.366 -21.339 18.259  0.10
9 H 4.126 -22.116 17.014  0.12
10 C -1.914 -15.784 20.993  -0.13
11 H 1.845 -19.252 17.801  0.11
12 C 2.896 -19.208 17.518  -0.21
13 H 0.699 -22.238 15.795  0.13
14 C -0.372 -21.816 20.306  -0.18
15 H 5.816 -20.003 17.871  0.11
16 H -4.130 -18.514 14.855  0.09
17 H -0.948 -25.441 21.621  0.10
18 H 3.124 -20.704 21.410  0.09
19 H 0.237 -26.570 21.536  0.11
20 H -6.368 -21.169 16.947  0.11
21 C 0.469 -15.798 15.464  -0.28
22 H -0.115 -18.254 16.475  0.09
23 C -4.935 -18.526 15.590  -0.21
24 H -4.117 -15.294 20.488  0.11
25 H -1.502 -15.179 14.994  0.12
26 C -0.294 -25.887 20.872  -0.18
27 C -5.806 -19.766 15.419  -0.16
28 C -5.507 -20.562 16.667  -0.19
29 F 1.236 -21.016 12.914  0.08
30 H 4.921 -19.257 21.804  0.10
31 H 1.673 -25.618 20.447  0.12
32 H -1.869 -23.238 22.510  0.04
33 C 0.425 -22.116 14.747  -0.08
34 H 4.406 -18.497 18.790  0.11
35 H 4.528 -18.945 23.457  0.11
36 H -2.584 -20.675 18.898  0.10
37 H 6.105 -20.854 23.706  0.12
38 H -0.232 -17.517 18.112  0.11
39 O -2.131 -19.857 14.538  0.15
40 C -1.049 -26.481 19.699  -0.17
41 H -1.407 -16.617 20.506  0.07
42 C 5.314 -20.986 22.967  -0.17
43 C 1.206 -20.873 14.231  -0.29
44 H -2.252 -16.590 17.216  0.11
45 H -5.558 -20.320 14.514  0.11
46 H -1.639 -22.432 24.000  0.08
47 H -1.513 -24.612 18.783  0.11
48 H 2.681 -20.856 24.324  0.12
49 H -0.654 -27.457 19.418  0.12
50 H -0.821 -22.484 18.291  0.09
51 H 0.921 -24.076 20.596  0.09
52 C -1.467 -16.770 16.481  -0.17
53 C 0.769 -25.072 20.180  -0.17
54 C -1.003 -19.545 20.005  -0.11
55 O 2.918 -20.428 16.845  -0.19
56 C -1.617 -15.425 22.487  -0.15
57 H -0.988 -14.542 22.602  0.11
58 O -0.714 -20.612 20.954  -0.19
59 H 5.104 -21.321 18.875  0.10
60 H -2.964 -15.455 24.131  0.12
61 H 3.126 -18.386 16.840  0.13
62 H -1.646 -14.952 20.343  0.10
63 C 3.002 -21.398 23.434  -0.20
64 H -2.067 -26.637 20.055  0.11
65 H 0.620 -16.366 14.546  0.12
66 H -6.122 -19.106 18.090  0.12
67 H 2.206 -20.773 14.652  0.15
68 H 0.677 -22.002 20.539  0.10
69 C -1.063 -20.426 14.541  -0.46
70 C 3.859 -19.431 18.666  -0.13
71 C 4.215 -21.033 16.938  -0.19
72 O 0.245 -19.815 14.508  0.08
73 H -0.980 -22.635 20.690  0.10
74 H 5.672 -21.521 22.088  0.11
75 O 0.502 -25.230 18.752  -0.13
76 C -1.547 -20.361 18.788  -0.11
77 H -1.590 -19.844 17.829  0.10
78 H -0.776 -14.649 16.566  0.12
79 H 2.306 -19.550 22.419  0.12
80 H 4.757 -20.641 16.078  0.12
81 H -1.675 -18.769 20.370  0.11
82 H -3.717 -16.968 20.512  0.11
83 O 0.887 -16.463 16.575  -0.13
84 O -0.900 -21.750 14.547  0.09
85 O -4.414 -18.617 16.904  -0.17
86 H -3.319 -14.220 23.019  0.11
87 H -4.644 -21.196 16.467  0.11
88 C -0.923 -15.474 15.870  -0.16
89 O 4.351 -21.847 23.621  -0.16
90 H -1.916 -17.347 15.673  0.10
91 H -1.771 -21.026 22.111  0.00
92 H 0.874 -22.954 14.214  0.14
93 H -1.080 -25.856 17.597  0.13
94 O -2.581 -21.307 22.544  -0.12
95 H -6.854 -19.465 15.437  0.11
96 C -0.243 -17.330 17.038  -0.17
97 O -3.868 -16.119 22.350  -0.13
98 C -3.017 -15.267 23.058  -0.26
99 C 4.899 -20.498 18.190  -0.13
100 H 3.207 -19.746 19.481  0.09
101 C -0.873 -25.474 18.597  -0.22
102 C -0.574 -21.538 18.774  -0.13
103 H -3.295 -22.952 23.550  0.08
104 H 1.009 -14.855 15.375  0.12
105 C -5.185 -19.524 17.721  -0.18
106 C 4.494 -19.721 22.693  -0.16
107 H -1.127 -16.236 23.027  0.10

Structure (SMILES)   O=C1OC[C@@H](F)O1.C1CCOC1.C1CCOC1.C1CCOC1.C1CCOC1.C1CCOC1.C1CCOC1.C1CCOC1.CO
Orbital gap   9.87 eV
Spin multiplicity   1

---

Entry 2:
C32H64B2N3O7 | the ωB97M-V functional and the def2-TZVPD basis

Each line ends with the Löwdin charge.
Geometry (Å):
1 H -2.684 0.004 4.691  0.12
2 H -0.450 -3.263 2.741  0.09
3 O -2.735 -0.175 -3.437  -0.03
4 C 2.947 -0.337 4.457  -0.05
5 H -2.970 -2.592 -7.040  0.11
6 C -3.638 -2.615 3.164  -0.09
7 H 1.353 -1.921 -0.677  0.10
8 C 6.903 0.674 3.867  -0.27
9 N -0.556 2.242 2.669  0.11
10 C -2.734 1.408 -5.553  -0.04
11 C 5.174 -0.556 0.648  -0.23
12 H -0.833 -2.589 4.341  0.08
13 C -0.570 -2.604 -4.979  -0.01
14 H 5.946 -1.110 0.107  0.12
15 H 1.362 -1.373 3.405  0.10
16 H -0.506 0.209 -6.545  0.09
17 H 3.008 0.336 3.601  0.07
18 H -0.142 -0.947 2.027  0.12
19 C 3.280 -0.999 -0.988  -0.21
20 N -2.287 -2.196 2.785  -0.08
21 H -4.532 4.924 0.500  0.12
22 C -2.645 0.627 0.511  -0.10
23 H 6.099 2.640 3.407  0.07
24 C 5.856 0.495 1.515  -0.23
25 H 7.399 2.670 4.573  0.07
26 H 6.024 0.479 4.485  0.09
27 B 0.075 0.685 4.614  -0.61
28 C -1.773 -2.528 -2.838  -0.05
29 H -3.005 1.839 -6.516  0.09
30 H 0.206 2.325 5.698  0.12
31 H 3.807 -1.005 4.423  0.08
32 C -0.367 -0.005 -0.248  -0.12
33 H -0.708 -3.536 -5.528  0.09
34 O -2.899 0.004 3.753  0.14
35 H 3.006 0.252 5.371  0.09
36 C -3.120 -2.850 -4.888  -0.14
37 O -2.526 5.012 0.044  -0.02
38 H 4.656 -1.280 1.286  0.11
39 C -0.650 2.069 1.230  -0.38
40 H 3.065 -0.771 -2.036  0.11
41 C -3.128 1.845 -0.302  -0.17
42 N -2.044 -0.654 -4.415  -0.09
43 H -2.319 2.269 -0.894  0.11
44 H 7.814 -0.212 2.152  0.11
45 H 4.807 0.510 -1.162  0.11
46 H -0.150 -1.873 -5.661  0.05
47 H 7.769 2.410 2.873  0.08
48 H 3.653 0.864 0.097  0.10
49 H 1.007 0.955 2.704  0.13
50 H 1.805 -2.092 4.941  0.12
51 O -1.453 6.447 1.356  0.09
52 H -3.534 1.621 -4.848  0.08
53 H -1.827 1.901 -5.201  0.09
54 C -0.032 0.917 3.058  -0.16
55 H -2.766 -0.243 -0.135  0.12
56 H -1.813 0.292 -7.725  0.09
57 H 6.464 -1.129 2.785  0.10
58 B -2.041 -0.779 2.970  -0.57
59 C -3.633 -2.304 -6.220  -0.17
60 C -1.150 0.661 0.904  -0.30
61 C -1.888 -2.139 -4.308  -0.47
62 H -0.616 -1.065 -0.247  0.11
63 H -3.840 -3.609 2.760  0.09
64 H 7.774 0.308 4.413  0.10
65 H 2.203 -1.408 0.792  0.10
66 C -1.457 -0.236 -6.841  -0.04
67 H -4.600 -2.761 -6.441  0.11
68 C 6.803 -0.115 2.555  -0.22
69 H 5.096 1.088 2.031  0.10
70 H -4.801 2.625 0.798  0.12
71 H -3.294 0.537 1.384  0.11
72 C 7.052 2.180 3.663  -0.12
73 C -2.504 -0.088 -5.726  -0.50
74 H -0.745 0.396 -1.194  0.12
75 H -4.063 4.254 -1.042  0.13
76 H 0.199 -2.771 -4.225  0.08
77 H -4.367 -1.936 2.726  0.08
78 H -2.425 4.866 2.101  0.14
79 H 1.443 0.718 0.710  0.09
80 H -3.266 2.889 1.573  0.10
81 C -3.773 4.312 0.006  -0.18
82 H -4.591 -0.541 -5.446  0.13
83 C -3.793 -0.787 -6.153  -0.14
84 H -3.908 1.482 -0.972  0.11
85 C 1.954 -1.123 -0.237  -0.20
86 O -0.423 1.625 5.502  0.17
87 H -2.892 -3.913 -4.977  0.12
88 H 6.415 1.173 0.867  0.12
89 C -2.126 5.462 1.231  -0.37
90 C -0.830 -0.114 2.214  -0.08
91 O 0.591 -0.476 5.124  0.08
92 C 4.210 0.050 -0.371  -0.21
93 H -1.517 2.316 3.005  0.12
94 H -0.982 -1.963 -2.343  0.07
95 H -3.805 -2.637 4.245  0.09
96 H -3.934 -2.768 -4.161  0.12
97 H -1.525 -3.589 -2.785  0.10
98 H -4.099 -0.391 -7.124  0.12
99 H -2.701 -2.367 -2.292  0.08
100 C 1.655 -1.141 4.431  -0.22
101 C -3.768 2.916 0.602  -0.17
102 O -0.334 2.918 0.441  0.16
103 H -1.277 -1.263 -7.145  0.06
104 H 1.497 0.822 -1.026  0.12
105 C -1.257 -3.035 3.440  -0.05
106 H 3.799 -1.961 -0.984  0.11
107 H -1.710 -3.987 3.709  0.09
108 C 1.154 0.198 -0.201  -0.17

Orbital gap (spin up / spin down)   8.91 / 9.42 eV
Spin multiplicity   2
Expectation value of S²   0.754

---

| no. | electronic energy (a.u.) |
| --- | --- |
| 1 | -2184.362361 |
| 2 | -1998.421432 |